Density functional theory data (the ωB97M-V functional and the def2-TZVPD basis) for a molecular structure, C16H33CaNO9S2 at a distorted geometry.

```
62
Properties=species:S:1:pos:R:3:forces:R:3
Ca -0.6544 -0.5896 -0.4777 -0.642 0.822 -0.572
C -1.1191 -0.5265 -4.7562 -0.462 -0.152 -0.237
C -0.8922 -0.9362 -3.3226 0.263 -0.036 0.447
O -1.8747 -1.3322 -2.6446 0.190 0.240 0.079
O 0.2841 -0.8633 -2.8460 -0.188 0.231 0.182
H -1.1508 -1.4297 -5.3715 0.172 0.036 -0.023
H -0.3571 0.1504 -5.1298 0.115 -0.051 0.027
H -2.1083 -0.0784 -4.8498 0.058 0.085 0.034
C -3.1196 2.9222 0.2082 0.020 0.233 -0.264
C -2.2379 1.7292 -0.0111 0.899 -1.448 -0.073
O -1.1002 1.8625 -0.5589 -0.319 0.422 -0.020
O -2.6171 0.5811 0.3673 -0.433 0.422 0.069
H -3.0689 3.2451 1.2484 -0.070 -0.086 0.060
H -4.1440 2.6545 -0.0406 -0.062 0.067 0.124
H -2.7761 3.7408 -0.4209 -0.072 0.044 0.021
C 1.0945 -4.7441 -0.9789 -0.220 -0.382 -0.156
C 0.2070 -3.5165 -0.9056 -0.794 -0.310 0.489
C -1.1677 -3.8580 -0.3223 0.296 -0.389 0.176
O -1.8374 -2.6467 -0.0695 0.010 -0.061 0.476
C -3.2353 -2.7672 0.1005 -0.316 0.047 0.092
N 0.7771 -2.4753 -0.0247 0.483 -0.596 -0.304
H 1.2231 -5.1766 0.0190 0.094 0.139 0.008
H 2.0765 -4.5111 -1.3896 -0.001 0.057 0.001
H 0.6560 -5.5388 -1.5895 -0.006 0.134 -0.100
H -0.0676 -3.1040 -1.8781 0.740 0.245 -0.098
H -1.0540 -4.4380 0.6113 -0.084 0.125 0.000
H -1.7390 -4.4803 -1.0193 0.046 0.076 -0.097
H -3.4879 -3.6220 0.7373 0.109 -0.073 -0.098
H -3.7209 -2.8572 -0.8740 -0.018 -0.053 0.024
H -3.5892 -1.8692 0.6034 0.074 0.113 -0.158
H 1.7266 -2.2622 -0.3183 -0.067 0.142 -0.127
H 0.8784 -2.8833 0.9018 -0.100 0.174 0.089
C -0.5527 1.4208 5.3042 0.451 -0.449 0.896
C -0.4173 2.6783 4.4107 -0.010 -0.140 0.329
C 0.0765 2.2717 3.0254 -0.435 -0.459 -0.619
S 0.4140 0.5062 3.0611 -0.194 0.604 0.268
O 1.7702 0.2213 3.4332 0.313 -0.087 0.108
O -0.1300 -0.0841 1.8670 -0.066 -0.600 -0.095
C -0.6764 0.1752 4.4339 -0.306 0.442 -0.426
H -1.3694 1.4702 6.0264 -0.271 0.192 -0.356
H 0.3111 1.3105 5.9695 0.193 0.051 -0.381
H 0.2688 3.3826 4.8751 -0.038 0.045 0.016
H -1.3929 3.1568 4.3423 0.055 0.100 -0.155
H 0.9288 2.7837 2.5889 0.147 0.007 0.272
H -0.7158 2.3024 2.2723 0.003 0.209 0.076
H -0.4069 -0.7715 4.8908 0.027 0.004 0.083
H -1.6617 0.1210 3.9629 -0.019 -0.162 0.135
C 3.8757 1.9745 -2.3884 0.140 0.677 0.049
C 2.4601 1.9239 -2.9723 -0.135 -0.266 0.166
C 1.5998 2.5308 -1.8740 -0.182 0.278 0.184
S 2.1703 1.7213 -0.3948 -0.007 0.550 -0.488
O 1.4582 0.4719 -0.2786 0.448 -0.310 0.204
O 2.2239 2.6384 0.7145 -0.062 -0.142 0.213
C 3.8222 1.3603 -0.9819 0.419 -0.139 -0.391
H 4.1407 3.0337 -2.2750 0.008 -0.074 -0.002
H 4.6679 1.5538 -3.0043 -0.171 -0.324 -0.039
H 2.1403 0.8925 -3.1486 -0.039 0.056 -0.129
H 2.3436 2.5040 -3.8852 0.152 -0.084 -0.096
H 0.5174 2.4016 -1.9109 0.099 -0.178 -0.100
H 1.8164 3.5929 -1.7401 0.043 -0.009 0.004
H 3.9479 0.2790 -1.0012 -0.138 -0.019 0.022
H 4.5653 1.7970 -0.3207 -0.145 0.011 0.184
```
Positions in Å, forces in eV/Å.

Results
lowest unoccupied orbital energy	0.0156	Ha
HOMO energy	-8.638	eV
spin multiplicity	1
gap between HOMO and LUMO	9.06	eV
molecular weight	487.6	u


Density functional theory data (the ωB97M-V functional and the def2-TZVPD basis) for a single C7H6BF3O2 molecule at a distorted geometry.

```
19
Properties=species:S:1:pos:R:3:forces:R:3
O 0.2650 2.3109 2.3909 0.127 -1.120 -0.902
B 0.0842 0.9402 2.2060 -1.089 0.218 3.222
O -0.4314 0.3670 3.4023 0.288 -0.131 -1.374
C 0.3041 0.0972 0.8833 0.988 0.802 2.350
C 1.4273 -0.7176 0.6951 0.064 1.152 -1.021
C 1.7297 -1.1970 -0.5655 -1.198 -0.553 -0.874
C 0.7371 -1.0684 -1.5812 1.044 -0.477 0.296
C -0.4553 -0.4424 -1.2518 -0.750 0.902 -1.220
C -1.5931 -0.3167 -2.2615 1.689 -0.855 1.492
F -2.6008 0.5011 -1.8491 0.835 -0.700 -1.091
F -0.9921 0.1436 -3.3820 -1.626 -0.233 -0.464
F -2.1043 -1.5755 -2.4084 -0.189 1.152 -0.925
C -0.6113 0.2793 -0.1001 -2.053 0.158 0.232
H 0.6665 2.6507 1.5972 0.237 0.696 -0.425
H -0.6870 0.9785 4.1187 0.477 -0.154 -0.804
H 2.2075 -0.7011 1.4134 0.367 -0.404 0.884
H 2.6665 -1.7386 -0.7331 -0.386 0.349 -0.140
H 0.9436 -1.4065 -2.6150 -0.328 0.028 0.839
H -1.5560 0.8954 0.0408 1.502 -0.829 -0.076
```
Positions in Å, forces in eV/Å.

Results
lowest unoccupied orbital energy	0.0151	Ha
HOMO energy	-9.881	eV
spin multiplicity	1
gap between HOMO and LUMO	10.29	eV
molecular weight	189.9	u
SMILES string	OB(O)c1cccc(C(F)(F)F)c1


Copy entry 2 word for word.
Density functional theory data (the ωB97M-V functional and the def2-TZVPD basis) for a single C7H6BF3O2 molecule at a distorted geometry.

```
19
Properties=species:S:1:pos:R:3:forces:R:3
O 0.2650 2.3109 2.3909 0.127 -1.120 -0.902
B 0.0842 0.9402 2.2060 -1.089 0.218 3.222
O -0.4314 0.3670 3.4023 0.288 -0.131 -1.374
C 0.3041 0.0972 0.8833 0.988 0.802 2.350
C 1.4273 -0.7176 0.6951 0.064 1.152 -1.021
C 1.7297 -1.1970 -0.5655 -1.198 -0.553 -0.874
C 0.7371 -1.0684 -1.5812 1.044 -0.477 0.296
C -0.4553 -0.4424 -1.2518 -0.750 0.902 -1.220
C -1.5931 -0.3167 -2.2615 1.689 -0.855 1.492
F -2.6008 0.5011 -1.8491 0.835 -0.700 -1.091
F -0.9921 0.1436 -3.3820 -1.626 -0.233 -0.464
F -2.1043 -1.5755 -2.4084 -0.189 1.152 -0.925
C -0.6113 0.2793 -0.1001 -2.053 0.158 0.232
H 0.6665 2.6507 1.5972 0.237 0.696 -0.425
H -0.6870 0.9785 4.1187 0.477 -0.154 -0.804
H 2.2075 -0.7011 1.4134 0.367 -0.404 0.884
H 2.6665 -1.7386 -0.7331 -0.386 0.349 -0.140
H 0.9436 -1.4065 -2.6150 -0.328 0.028 0.839
H -1.5560 0.8954 0.0408 1.502 -0.829 -0.076
```
Positions in Å, forces in eV/Å.

Results
lowest unoccupied orbital energy	0.0151	Ha
HOMO energy	-9.881	eV
spin multiplicity	1
gap between HOMO and LUMO	10.29	eV
molecular weight	189.9	u
SMILES string	OB(O)c1cccc(C(F)(F)F)c1